Record 1
DFT (ωB97M-V/def2-TZVPD) results for 2 unconnected molecules or ions with the total composition C10H16O at a distorted geometry.

CARTESIAN COORDINATES (ANGSTROEM)
C (0.14, 1.91, -1.90)
C (-1.27, 2.33, -1.76)
C (0.48, 0.55, -2.42)
H (0.43, 2.77, -2.62)
H (0.63, 1.78, -0.82)
H (-1.82, 2.08, -0.75)
H (-0.01, 0.08, -3.32)
H (-1.93, 2.09, -2.68)
H (-1.34, 3.40, -1.63)
H (1.54, 0.58, -2.83)
H (0.26, -0.29, -1.65)
C (-1.82, -0.56, 2.70)
C (0.96, -2.44, 1.17)
C (1.75, -1.44, 0.70)
C (-0.44, -2.25, 1.58)
C (-0.85, -0.98, 1.67)
C (1.25, -0.16, 0.62)
C (0.00, 0.14, 1.17)
O (3.01, -1.84, 0.22)
H (1.40, -3.45, 1.18)
H (-1.07, -3.11, 1.63)
H (1.85, 0.54, 0.12)
H (3.69, -1.22, 0.00)
H (-1.29, -0.45, 3.57)
H (-2.63, -1.37, 2.80)
H (-0.55, 1.00, 0.85)
H (-2.37, 0.32, 2.39)

Computed properties:
highest occupied orbital energy	-8.424	eV
SMILES string	Cc1ccc(O)cc1.CCC
charge	0
energy relative to the best compared isomer or geometry (same formula, charge and spin)	83.09	kcal/mol
M	152.24	u
largest force on an atom	0.097	Eh/bohr
LUMO	0.84	eV

---

Record 2
DFT (ωB97M-V/def2-TZVPD) results for a molecular structure, C25H59As2MnNOSSi5 at a distorted geometry.

CARTESIAN COORDINATES (ANGSTROEM)
Mn (0.19, -1.39, -0.38)
C (2.31, -2.28, 2.90)
C (1.10, -3.10, 2.48)
C (1.31, -4.58, 2.79)
C (0.82, -2.98, 1.00)
C (-0.47, -3.22, 0.50)
C (-0.69, -3.33, -0.88)
C (0.37, -3.17, -1.80)
C (0.17, -3.41, -3.26)
C (1.62, -2.78, -1.30)
C (1.85, -2.69, 0.08)
H (2.38, -2.23, 3.99)
H (2.25, -1.26, 2.50)
H (3.24, -2.72, 2.55)
H (0.21, -2.76, 3.01)
H (2.17, -4.97, 2.25)
H (0.44, -5.18, 2.53)
H (1.50, -4.71, 3.86)
H (-1.29, -3.43, 1.19)
H (-1.68, -3.61, -1.24)
H (-0.27, -2.55, -3.76)
H (-0.49, -4.26, -3.42)
H (1.13, -3.63, -3.74)
H (2.45, -2.64, -1.99)
H (2.84, -2.47, 0.43)
O (-1.60, 4.04, 0.88)
S (-1.46, 1.79, -1.87)
N (0.20, -0.07, 0.59)
C (0.97, 2.88, 4.62)
Si (1.23, 1.18, 3.93)
C (3.06, 0.86, 3.97)
C (0.21, -0.10, 4.81)
As (0.26, 1.43, 1.70)
Si (-2.09, 1.83, 2.30)
C (-2.28, 2.61, 3.96)
C (-2.79, 0.12, 2.18)
C (-2.70, 3.15, 1.10)
Si (1.93, 2.78, 0.56)
C (3.31, 1.53, 0.47)
C (2.23, 4.25, 1.63)
C (1.44, 3.24, -1.16)
H (1.66, 2.98, 5.46)
H (-0.03, 3.05, 4.99)
H (1.21, 3.68, 3.91)
H (3.30, 0.68, 5.03)
H (3.61, 1.75, 3.67)
H (3.43, 0.01, 3.41)
H (0.63, -0.27, 5.80)
H (0.17, -1.05, 4.29)
H (-0.82, 0.25, 4.95)
H (-1.94, 2.03, 4.81)
H (-3.35, 2.78, 4.10)
H (-1.79, 3.59, 3.98)
H (-2.53, -0.44, 3.08)
H (-2.38, -0.40, 1.32)
H (-3.88, 0.15, 2.11)
H (-1.92, 4.81, 0.39)
H (-3.51, 3.68, 1.61)
H (-3.10, 2.75, 0.17)
H (3.74, 1.29, 1.43)
H (4.10, 1.90, -0.18)
H (2.91, 0.61, 0.03)
H (2.86, 4.03, 2.49)
H (1.29, 4.68, 1.98)
H (2.74, 5.02, 1.05)
H (1.25, 2.34, -1.75)
H (2.29, 3.76, -1.60)
H (0.57, 3.89, -1.20)
C (-3.67, 0.40, -4.12)
Si (-3.03, -0.90, -2.97)
C (-3.00, -2.56, -3.81)
C (-3.91, -0.95, -1.33)
As (-0.74, -0.20, -2.30)
Si (0.55, 0.19, -4.34)
C (-0.10, -0.85, -5.74)
C (0.34, 1.97, -4.75)
C (2.31, -0.24, -3.85)
H (-4.72, 0.20, -4.32)
H (-3.14, 0.40, -5.07)
H (-3.59, 1.40, -3.69)
H (-3.99, -2.68, -4.26)
H (-2.85, -3.38, -3.12)
H (-2.27, -2.63, -4.61)
H (-4.43, -1.89, -1.18)
H (-4.65, -0.15, -1.28)
H (-3.21, -0.81, -0.50)
H (-1.19, -0.92, -5.74)
H (0.31, -1.86, -5.77)
H (0.18, -0.36, -6.67)
H (-0.72, 2.24, -4.82)
H (0.80, 2.15, -5.72)
H (0.80, 2.64, -4.03)
H (2.60, -1.23, -4.21)
H (2.45, -0.21, -2.77)
H (3.00, 0.48, -4.29)

Computed properties:
highest occupied orbital energy (spin up / spin down)	-13.485 / -13.492	eV
2S+1	2
expectation value of S²	0.768
charge	+2
M	767.03	u
largest force on an atom	0.027	Eh/bohr
LUMO (spin up / spin down)	-6.01 / -7.30	eV